[1]
# C7H5MnN5STe4

A molecular structure, C7H5MnN5STe4 (ωB97M-V with the def2-TZVPD basis set, the OMol25 dataset).

Output
- total energy (hartree) = -3164.7674
- HOMO (alpha / beta) (eV) = -7.0637 / -6.5034
- net charge = 0
- Kohn-Sham gap (alpha / beta) (eV) = 6.26 / 4.13
- spin multiplicity = 2
- F_max (eV/A) = 1.09

Cartesian coordinates (Å):
Mn1 -0.4860 -0.0003 -0.0809
N1 0.0629 0.0007 4.1014
C1 -0.8395 0.0008 3.1071
N2 -0.1926 -0.0001 1.9651
C2 1.1055 -0.0008 2.3291
N3 1.3223 -0.0005 3.6160
C3 2.1077 -0.0014 1.2522
C4 3.4743 -0.0016 1.4592
N4 4.3254 -0.0016 0.4323
C5 3.7881 -0.0014 -0.7796
C6 2.4153 -0.0011 -0.9940
N5 1.5733 -0.0011 0.0337
H1 -0.0956 0.0017 5.0935
H2 -1.9085 0.0022 3.2388
H3 3.8776 -0.0017 2.4640
H4 4.4646 -0.0012 -1.6261
H5 1.9887 -0.0007 -1.9860
Te1 -0.4249 -2.7572 -0.0093
Te2 -2.6918 -1.4503 0.1160
Te3 -2.6899 1.4538 0.1168
Te4 -0.4201 2.7578 -0.0075
S1 -0.6000 0.0023 -3.4050
C7 -0.5480 0.0011 -1.8696

Atoms 1-2, force components in eV/Å:
-0.328 -0.007 -0.837
-0.086 -0.001 -0.092

Partial atomic charges computed with the Löwdin method, in multiples of e: atom 1 (Mn): -0.793, atom 2 (N): 0.047, atom 3 (C): -0.136, atom 4 (N): -0.048, atom 5 (C): -0.330, atom 6 (N): 0.150, atom 7 (C): -0.195, atom 8 (C): -0.043, atom 9 (N): 0.096, atom 10 (C): -0.093, atom 11 (C): -0.076, atom 12 (N): -0.005, atom 13 (H): 0.161, atom 14 (H): 0.122, atom 15 (H): 0.123, atom 16 (H): 0.114, atom 17 (H): 0.090, atom 18 (Te): 0.302, atom 19 (Te): 0.261, atom 20 (Te): 0.254, atom 21 (Te): 0.294, atom 22 (S): 0.718, atom 23 (C): -1.011

---

[2]
# C7H6CrNO6

A molecular structure, C7H6CrNO6 (ωB97M-V with the def2-TZVPD basis set, the OMol25 dataset).

Output
- total energy (hartree) = -1820.6549
- HOMO (alpha / beta) (eV) = -11.0238 / -14.6752
- net charge = +1
- Kohn-Sham gap (alpha / beta) (eV) = 7.40 / 8.54
- spin multiplicity = 5
- energy above the lowest of the compared OMol25 structures with the same formula, charge and spin (kJ/mol) = 0.00
- F_max (eV/A) = 9.48

Cartesian coordinates (Å):
O1 0.6780 0.9217 -4.8616
C1 0.2962 0.4546 -3.8838
Cr1 -1.0570 -1.1133 -0.3185
O2 -2.0718 1.2318 -2.0289
C2 -1.7041 0.2976 -1.4339
C3 -2.3586 -0.9945 1.0604
O3 -3.0514 -0.7575 1.9624
C4 0.1860 -2.1680 0.6624
O4 0.9112 -2.6716 1.4280
C5 -1.7544 -2.5188 -1.2861
O5 -2.1389 -3.4603 -1.8616
H1 0.2829 -1.0803 -1.0961
C6 1.0379 2.1598 1.9259
C7 0.8780 0.9163 1.0936
N1 2.0155 0.4055 0.6232
O6 -0.2637 0.4105 0.8727
H2 2.1077 2.4039 1.9752
H3 0.6562 1.9857 2.9445
H4 0.4903 2.9976 1.4619
H5 2.0031 -0.3747 -0.0213
H6 2.8572 0.9539 0.7816

Atoms 1-2, force components in eV/Å:
-1.049 -1.304 2.722
1.135 1.299 -2.845

Partial atomic charges computed with the Löwdin method, in multiples of e: atom 1 (O): 0.055, atom 2 (C): 0.040, atom 3 (Cr): 0.262, atom 4 (O): 0.169, atom 5 (C): -0.085, atom 6 (C): -0.035, atom 7 (O): 0.218, atom 8 (C): -0.111, atom 9 (O): 0.191, atom 10 (C): -0.102, atom 11 (O): 0.199, atom 12 (H): 0.045, atom 13 (C): 0.031, atom 14 (C): -0.482, atom 15 (N): 0.216, atom 16 (O): -0.149, atom 17 (H): 0.088, atom 18 (H): 0.111, atom 19 (H): 0.111, atom 20 (H): 0.096, atom 21 (H): 0.134